[1]
# C29H64N8O13

A 10-piece molecular cluster, C29H64N8O13 overall in a non-equilibrium geometry (ωB97M-V/def2-TZVPD, OMol25).

CARTESIAN COORDINATES (ANGSTROEM)
H: -19.52 16.53 -4.77
H: -18.30 15.52 -4.54
H: -16.32 18.87 -4.20
H: -12.10 19.21 -2.35
H: -9.31 21.55 -2.16
C: -15.01 19.28 -9.24
O: -14.93 19.35 -2.87
H: -15.80 17.12 0.54
C: -11.60 20.97 -0.28
H: -9.17 16.97 -7.83
C: -17.68 22.59 -5.60
C: -15.05 14.53 -8.06
H: -10.37 21.77 1.28
H: -18.41 15.57 -2.07
C: -19.43 21.69 -1.24
H: -10.68 21.35 -7.36
H: -11.79 18.01 -1.30
H: -11.09 15.84 -6.90
H: -19.82 16.44 0.14
H: -9.62 23.27 -2.75
C: -9.31 16.76 -4.91
C: -10.95 16.82 -6.45
C: -18.04 21.27 -1.65
O: -16.68 22.96 -5.03
C: -15.16 16.47 -0.04
O: -10.62 16.49 -5.14
H: -18.49 20.26 -7.62
H: -16.78 13.72 -7.59
H: -15.49 18.70 -8.45
H: -15.52 19.13 -10.19
O: -17.02 15.23 -1.01
N: -15.25 15.01 -2.08
C: -9.62 17.48 -6.98
C: -16.34 13.35 -9.69
H: -13.47 16.24 -2.56
H: -17.78 18.13 -0.80
H: -13.84 14.48 -6.37
H: -19.38 22.78 -1.21
H: -13.21 14.72 -1.63
H: -14.68 16.00 -6.39
H: -11.01 19.88 -6.41
H: -19.03 19.65 -6.04
C: -18.71 16.40 -4.05
O: -11.54 22.39 -3.91
N: -15.15 20.67 -8.80
N: -17.62 20.02 -1.52
H: -15.16 17.64 -3.95
C: -18.24 19.11 -0.65
N: -11.18 19.70 -0.35
H: -12.01 21.31 -6.10
C: -13.83 15.22 -2.37
H: -9.66 18.53 -7.28
C: -10.40 21.91 -4.09
H: -16.75 19.60 -1.82
N: -17.66 21.33 -5.99
H: -15.30 23.78 -9.64
H: -15.71 14.29 -2.62
C: -18.73 20.54 -6.60
H: -11.84 22.68 1.00
C: -11.02 20.97 -6.39
H: -21.30 15.63 -0.29
H: -15.10 20.73 -7.79
H: -18.17 19.42 0.39
H: -16.15 12.28 -9.62
H: -20.15 21.50 -2.03
H: -18.55 23.46 -7.13
H: -12.00 21.07 1.71
H: -14.01 18.84 -9.24
O: -14.30 14.97 -8.90
H: -18.63 24.42 -5.61
H: -8.39 22.28 -3.56
O: -12.03 21.66 -1.23
H: -19.48 15.01 -0.68
C: -14.79 14.95 -6.65
C: -20.26 15.76 -0.59
O: -15.31 21.63 -10.80
H: -11.84 17.42 -6.62
H: -19.59 21.20 -0.28
C: -15.13 23.03 -8.87
H: -17.80 16.99 -4.02
N: -16.08 13.78 -8.31
H: -16.77 20.86 -5.85
H: -14.23 23.22 -8.28
C: -11.42 21.68 1.02
N: -10.11 21.27 -5.19
N: -19.10 15.92 -2.72
H: -19.71 22.91 -5.83
O: -8.73 17.22 -5.97
C: -15.85 15.52 -1.06
C: -9.32 22.26 -2.99
C: -11.34 18.95 -1.62
H: -10.82 19.19 0.45
H: -13.63 14.79 -3.35
H: -9.10 21.25 -5.23
H: -13.33 19.06 -5.20
H: -14.38 17.11 -0.45
H: -15.65 14.60 -6.09
H: -19.68 21.06 -6.45
H: -14.71 15.73 0.62
O: -20.89 17.21 -2.41
C: -15.19 21.70 -9.61
O: -14.51 20.66 -5.66
H: -14.61 18.61 -6.28
O: -17.42 22.03 -2.30
H: -19.27 18.80 -0.83
C: -20.15 16.38 -2.01
O: -8.75 16.61 -3.85
H: -17.41 13.53 -9.83
H: -10.36 18.87 -2.08
C: -18.79 23.45 -6.07
H: -16.01 23.20 -8.24
H: -15.75 13.82 -10.47
C: -14.39 19.21 -5.40
C: -15.25 18.71 -4.10

Output
orbital gap = 3.53 eV
total energy = -69644.3173 eV
charge = -2
F_max = 6.80 eV Å⁻¹
LUMO level = 3.64 eV
E_HOMO = 0.11 eV
energy above the lowest of the compared OMol25 structures with the same formula, charge and spin = 6.933 eV

Results of the Löwdin charge analysis, in e, for atoms 1 through 2: H 0.09; H 0.05

[2]
# C29H64O10

A 8-piece molecular cluster, C29H64O10 overall in a non-equilibrium geometry (ωB97M-V/def2-TZVPD, OMol25).

CARTESIAN COORDINATES (ANGSTROEM)
O: 9.78 0.29 -0.80
H: -9.87 -0.98 4.50
O: -5.84 -7.70 1.69
H: 0.69 -1.51 1.18
C: -6.35 4.17 -3.71
H: 5.82 5.55 4.98
H: -8.83 0.18 2.11
C: 5.84 6.23 -3.11
H: -4.99 -6.84 0.11
H: 3.46 6.32 6.66
H: -4.33 -8.45 0.35
C: 9.20 -1.02 -0.85
H: -8.92 0.46 4.53
H: 11.66 -0.11 -1.67
H: 4.34 5.16 -5.05
H: 10.40 -2.42 -2.00
C: -6.41 -8.42 -0.50
C: 3.65 5.37 4.63
H: 2.98 6.53 -2.65
H: 5.37 5.47 3.38
C: -7.66 -8.12 0.27
C: -6.61 -0.67 4.13
H: 4.34 -6.73 -0.45
H: 9.70 -1.60 -0.08
C: 4.88 7.25 -3.43
H: 5.14 7.81 -4.33
C: -8.90 -0.58 4.21
H: -8.04 -7.18 -0.13
H: -4.95 3.28 -1.76
C: 9.61 -1.69 -2.19
H: 0.92 -5.62 -1.33
H: -5.75 -1.33 4.23
H: -6.55 3.30 -4.34
H: -6.49 5.67 -5.26
H: -8.41 -8.89 0.10
C: 3.17 6.51 5.63
C: -7.69 -1.20 4.96
H: 11.10 1.40 -2.07
H: 3.01 7.03 -4.33
H: -7.37 -8.99 2.19
H: 2.09 6.52 5.48
C: 10.71 0.40 -1.85
O: 2.07 -0.10 0.71
H: -6.39 -8.15 -1.56
H: 6.68 6.33 -3.80
H: -6.73 6.22 -3.73
H: 2.52 0.66 1.10
O: 3.51 -7.66 2.24
H: 4.42 -8.88 0.84
O: -4.91 4.41 -3.52
C: 2.21 -7.16 2.75
C: 5.03 5.91 4.32
H: 4.87 7.97 -2.61
C: 4.07 5.17 -4.00
H: 8.80 -2.24 -2.66
H: 9.09 0.22 -3.07
H: -8.97 7.14 -4.91
H: 3.60 4.40 5.10
O: 5.26 4.96 -3.24
O: 2.39 -6.70 -0.33
H: 2.03 -6.51 -2.38
H: 2.94 5.53 3.81
O: -8.35 5.14 -4.72
O: -7.09 -0.66 2.75
H: -6.83 3.97 -2.76
C: 1.95 -5.95 -1.45
C: 3.53 -8.26 0.99
H: -3.40 3.89 -2.23
C: -4.33 3.50 -2.64
H: 1.73 -6.46 2.08
C: 1.31 -0.77 1.68
C: 3.60 6.56 -3.54
H: 4.29 7.60 3.18
H: -7.84 -7.30 2.24
C: 9.99 -0.39 -2.92
H: -7.70 -0.75 5.96
C: -7.02 5.37 -4.35
C: -5.24 -7.86 0.42
C: 3.55 -7.46 -0.31
H: -7.68 -2.29 5.06
H: 3.32 4.41 -3.79
H: 2.65 -5.12 -1.49
H: -6.21 0.30 4.43
H: 2.23 -6.65 3.71
H: 3.63 -8.07 -1.21
H: 1.50 -7.99 2.76
C: -8.52 -0.69 2.68
H: 2.76 -9.01 0.86
H: -10.02 6.05 -5.77
H: -8.93 -1.55 2.15
H: -4.07 2.63 -3.24
O: 3.76 7.72 5.14
H: 10.48 -0.48 -3.89
H: 6.28 6.45 -2.13
H: 8.14 -1.12 -0.62
H: 1.96 -1.30 2.38
C: -8.99 6.18 -5.42
H: -8.39 6.26 -6.33
H: 5.69 8.00 4.21
H: 0.69 -0.11 2.28
C: 4.78 7.40 4.14
C: -7.25 -8.03 1.69
H: -6.37 -9.51 -0.44

Output
orbital gap = 9.89 eV
total energy = -51576.6063 eV
charge = 0
F_max = 3.52 eV Å⁻¹
LUMO level = 0.44 eV
E_HOMO = -9.45 eV

Results of the Löwdin charge analysis, in e, for atoms 1 through 2: O -0.13; H 0.10

[3]
# C29H65FIN4O19P4

A 5-piece molecular cluster, C29H65FIN4O19P4 overall in a non-equilibrium geometry (ωB97M-V/def2-TZVPD, OMol25).

CARTESIAN COORDINATES (ANGSTROEM)
H: -1.07 -3.08 5.36
H: 2.04 -3.58 -3.89
C: -3.13 -6.08 10.45
H: 0.64 3.49 2.50
O: 1.57 0.32 -5.34
C: 0.35 1.19 -0.09
P: -3.59 -4.65 8.29
H: 4.47 -0.82 -5.33
H: -4.42 -1.81 3.30
O: 4.37 6.20 1.44
H: -5.65 -3.28 0.86
H: 4.07 -1.49 -6.92
C: -2.39 -2.16 1.39
C: 4.00 -1.66 -5.85
C: 3.44 3.13 -10.95
O: 2.63 7.11 0.12
C: 5.67 8.80 1.99
O: -3.89 -3.27 7.85
O: -3.59 -4.83 9.91
H: -2.78 -1.15 1.49
H: -5.04 -1.65 0.95
O: -1.11 -5.72 1.25
C: 4.97 5.74 0.22
H: -2.98 -4.93 -0.03
H: 2.05 10.75 0.74
H: 0.51 4.52 -0.24
O: 2.62 -1.81 -5.50
H: 3.30 2.05 -10.90
H: 1.57 3.26 -0.91
H: 1.31 9.34 -0.04
H: -0.21 -4.07 8.96
C: 1.06 3.62 -0.02
C: -1.65 -3.99 2.74
C: 0.76 -2.64 4.28
C: 2.33 -3.12 -2.94
C: 0.44 0.05 -6.17
C: -0.08 -0.07 0.68
H: 1.46 1.89 2.28
N: -1.87 -2.67 2.67
H: 3.15 -3.69 -2.51
H: 1.20 3.09 -14.04
O: 1.11 2.52 -9.06
P: 0.83 2.99 -10.60
H: 1.16 4.41 -12.85
C: -0.11 -5.02 0.76
H: -6.91 -5.58 8.66
H: -5.30 -4.75 3.02
O: 0.90 2.46 -12.14
H: 4.17 3.42 -10.20
H: 1.83 -0.38 1.59
O: 2.22 3.85 -10.70
H: -1.13 -2.88 8.01
H: 1.49 -3.13 -2.25
H: -0.25 1.99 2.70
H: 1.42 1.09 -0.32
I: 2.66 -3.36 3.66
H: -0.80 -5.44 3.81
H: 5.29 8.52 2.97
C: -1.09 -0.88 -0.13
H: 1.38 4.48 -8.36
H: -0.48 0.27 -5.64
N: -2.13 -4.93 1.86
H: -0.14 1.22 -1.07
H: -0.05 3.61 -7.74
H: 5.85 5.17 0.50
H: -0.63 -1.10 -1.09
O: -1.33 -2.16 0.49
H: -4.00 -4.11 4.08
C: 1.17 -0.94 0.92
O: -0.36 3.86 -10.53
C: -0.32 -3.61 4.77
N: -0.92 -4.44 3.74
H: 0.16 -4.29 5.46
C: 2.23 9.73 0.41
C: -3.21 -4.55 0.95
C: -1.21 -3.70 8.73
H: -2.95 -6.83 9.68
H: -6.06 -2.21 3.02
C: 0.99 3.51 -8.04
H: -2.20 -5.91 10.99
C: 0.71 3.46 -13.14
H: 5.26 6.56 -0.42
H: -0.85 2.85 0.51
C: 0.55 2.47 2.13
H: -3.88 -6.46 11.14
H: -5.69 -3.86 4.44
H: -0.53 0.14 1.65
H: -2.36 -2.30 3.48
C: -4.89 -2.67 1.33
H: 5.84 9.87 1.97
O: 4.75 8.46 0.94
P: 3.42 7.57 1.31
H: -6.51 -4.14 7.71
P: 2.01 -0.89 -4.29
C: -6.17 -4.81 8.50
H: 4.27 5.09 -0.30
H: 1.85 3.90 0.68
C: 0.18 2.53 0.64
H: 1.57 3.16 -7.18
H: 4.54 -2.57 -5.59
H: 0.51 0.72 -7.03
O: 0.52 -1.48 4.23
H: 0.44 -0.98 -6.52
H: 6.61 8.28 1.82
H: 0.94 -1.87 1.42
C: -5.05 -2.58 2.86
C: -3.50 -3.05 0.83
O: 0.62 -1.24 -3.84
H: -1.66 -3.33 9.65
O: 2.57 8.98 1.57
O: 2.79 -1.78 -3.12
O: -4.97 -5.48 8.07
N: 0.87 -4.50 0.51
O: -1.96 -4.77 8.15
H: -4.12 -5.06 1.24
C: -4.97 -3.91 3.62
H: -2.01 -0.33 -0.33
H: -0.35 3.59 -13.33
H: -6.01 -4.26 9.42
H: 3.81 3.40 -11.94
F: -3.56 -2.78 -0.54
H: 1.65 -1.16 -0.03
H: 3.03 9.72 -0.33

Output
orbital gap = 7.16 eV
total energy = -123950.2958 eV
charge = +1
F_max = 8.55 eV Å⁻¹
LUMO level = -3.89 eV
E_HOMO = -11.05 eV

Results of the Löwdin charge analysis, in e, for atoms 1 through 2: H 0.13; H 0.09

[4]
# C29H65N3O5S

A 4-piece molecular cluster, C29H65N3O5S overall in a non-equilibrium geometry (ωB97M-V/def2-TZVPD, OMol25).

CARTESIAN COORDINATES (ANGSTROEM)
C: -2.31 -2.19 3.58
H: -3.09 1.99 -8.46
H: 0.40 -0.74 -2.53
H: 0.16 -4.29 -1.13
H: 2.04 3.63 4.36
C: -4.40 3.04 -7.15
C: -4.57 0.96 -4.60
C: 5.25 -1.16 2.72
H: 1.98 1.35 3.20
H: 2.91 -2.97 -2.10
H: -3.70 3.60 -6.52
C: 5.91 0.34 2.72
C: 5.69 0.41 -0.42
H: 0.40 4.15 3.45
C: 1.65 -2.20 -0.50
H: 1.36 -3.90 -3.20
N: 0.26 -2.20 -0.99
H: -4.59 1.17 -8.18
H: -2.17 2.32 -5.48
O: 6.45 -0.24 -1.31
H: -4.59 -3.75 3.80
O: 4.88 3.23 3.88
N: -3.32 -1.31 4.18
H: -2.10 -0.63 5.73
C: -4.71 -1.56 3.79
C: -0.24 1.54 2.39
H: -0.12 1.00 -5.04
C: -1.04 0.50 -5.36
N: -3.12 0.87 -6.71
H: -5.55 -3.07 5.12
C: 0.32 -3.57 -3.15
H: -2.20 -0.96 -0.92
H: -1.54 0.13 -4.45
H: 5.91 0.82 3.80
H: 2.15 1.71 -0.46
H: -3.79 -0.28 5.95
H: 0.21 -2.65 -3.73
H: -2.65 -3.13 6.20
H: 3.51 2.96 -0.11
O: 6.18 1.44 0.54
H: 7.66 4.15 3.36
H: -5.36 -0.81 4.26
C: -3.10 -1.07 5.61
H: -0.28 -4.34 -3.64
H: 7.05 0.22 2.41
C: -3.81 1.74 -7.67
H: -3.26 -2.68 1.68
H: -4.25 -2.55 6.71
H: -6.20 -3.09 3.49
H: 2.58 -1.23 -2.22
H: -4.81 -1.36 2.72
C: -0.15 -3.41 -1.70
C: -4.00 0.17 -5.77
C: -5.28 -2.95 4.07
H: -0.76 -0.36 -5.97
H: 7.87 3.17 1.67
C: -0.13 -0.92 -1.59
H: 0.99 3.51 0.92
H: -5.32 2.87 -6.59
C: 5.22 1.40 1.68
H: -0.19 0.43 2.00
H: -1.86 0.22 -2.20
C: -1.63 -0.79 -1.84
H: -0.82 1.52 3.44
H: -4.67 3.69 -8.00
C: -3.21 -2.26 6.55
H: -4.84 -0.29 -6.32
H: 2.48 3.96 1.98
H: -1.98 -1.49 -2.60
H: -5.41 1.59 -4.90
O: 4.23 0.29 -0.14
S: 5.51 3.07 2.48
C: -2.34 -2.22 2.06
C: -1.92 1.48 -6.13
C: 1.27 2.17 2.74
H: -0.80 2.28 1.69
H: -4.96 0.26 -3.84
H: -1.31 -1.83 3.87
H: 3.07 0.22 1.58
H: -2.39 -3.21 3.96
C: 2.76 -2.05 -1.53
H: 6.12 -1.95 2.94
C: 1.91 3.04 1.51
O: 5.14 4.29 1.59
H: -1.24 -3.46 -1.69
H: -1.30 1.88 -6.94
H: -3.46 -0.70 -5.37
H: -1.50 -2.82 1.68
H: 1.75 -1.39 0.23
H: -3.82 1.58 -4.11
H: 4.47 -1.27 3.60
H: 0.15 -0.11 -0.91
H: -2.25 -1.21 1.63
C: 2.79 2.19 0.42
H: -2.81 -1.99 7.53
H: 4.80 -1.49 1.67
H: 1.82 -3.12 0.08
C: 0.99 3.26 3.98
H: 7.83 2.27 3.34
H: 3.71 -1.84 -1.01
C: 3.75 1.02 1.07
C: 7.40 3.19 2.75
H: 0.33 2.75 4.83

Output
orbital gap = 8.44 eV
total energy = -56662.1231 eV
charge = 0
F_max = 9.88 eV Å⁻¹
LUMO level = 0.33 eV
E_HOMO = -8.12 eV

Results of the Löwdin charge analysis, in e, for atoms 1 through 2: C -0.27; H 0.11

The highest E_HOMO belongs to which entry?
C29H64N8O13